(1)
This record from the Open Molecules 2025 dataset describes an isolated molecule of C13H19N3O3S. The level of theory is ωB97M-V/def2-TZVPD.

Last column: Löwdin charge in e.
CARTESIAN COORDINATES (ANGSTROEM)
S -4.393 1.909 0.742  0.7929
O 0.090 -0.422 -1.414  0.0717
O -0.298 -1.704 1.269  0.1192
O -2.065 -2.376 0.071  -0.0334
N 3.624 1.215 0.798  0.0981
N 1.380 1.270 -0.613  0.0712
N -0.694 0.859 0.290  0.1138
C 4.867 -0.034 -0.803  -0.0216
C -1.592 -3.715 0.150  -0.0355
C -1.292 -1.456 0.639  -0.4773
C 4.629 1.090 1.648  -0.1360
C -3.418 1.497 -0.744  -0.4792
C 5.798 0.413 1.348  -0.0679
C -1.827 -0.030 0.467  -0.2357
C 3.730 0.663 -0.403  -0.2575
C 0.271 0.477 -0.613  -0.5431
C -2.811 0.104 -0.697  -0.2082
C -5.850 0.863 0.468  -0.4034
C 2.558 0.850 -1.332  -0.1231
C 5.916 -0.160 0.090  -0.0669
H -5.575 -0.186 0.533  0.0258
H 2.820 1.604 -2.088  0.1304
H -1.426 -3.998 1.192  0.0956
H -4.074 1.612 -1.607  0.0756
H -0.399 1.392 1.092  0.1468
H 2.319 -0.084 -1.850  0.1253
H -2.361 -4.337 -0.301  0.0926
H -3.589 -0.652 -0.593  0.1050
H -2.334 0.250 1.398  0.1341
H -6.277 1.089 -0.506  0.0338
H -2.272 -0.086 -1.626  0.1190
H -0.653 -3.808 -0.396  0.1019
H 6.592 0.334 2.075  0.0995
H 4.917 -0.468 -1.790  0.1138
H 1.596 1.808 0.215  0.1169
H 6.810 -0.699 -0.187  0.1060
H -2.634 2.251 -0.786  0.0684
H -6.560 1.107 1.251  0.0253
H 4.481 1.558 2.613  0.1058

The SMILES is COC(=O)[C@H](CCSC)NC(=O)NCc1ccccn1. The value obtained for the LUMO energy is 0.82 eV. As for the total energy: -35238.5672 eV. The calculation puts the molecular weight at 297.38 Da. Its highest occupied orbital energy is -8.520 eV. For the orbital gap, the calculation gives 9.339 eV. The calculation puts the energy above the lowest of the compared OMol25 structures with the same formula, charge and spin at 0.000 eV.

(2)
This record from the Open Molecules 2025 dataset describes a 3-piece molecular cluster, H3INOP overall. The level of theory is ωB97M-V/def2-TZVPD.

Last column: Löwdin charge in e.
CARTESIAN COORDINATES (ANGSTROEM)
I 3.003 0.287 0.029  0.4555
P 1.045 -1.144 0.071  0.1536
O 0.999 -2.035 -1.083  -0.4307
N 0.108 -0.866 1.283  -0.2765
H 0.425 -0.108 1.979  0.0309
H -1.170 -3.071 0.666  0.0420
H -1.369 -2.538 -0.012  0.0251

The value obtained for the LUMO energy is -0.89 eV. As for the total energy: -20974.6456 eV. The calculation puts the molecular weight at 190.91 Da. Its highest occupied orbital energy is -10.506 eV. For the orbital gap, the calculation gives 9.612 eV. The calculation puts the energy above the lowest of the compared OMol25 structures with the same formula, charge and spin at 2.427 eV.

(3)
This record from the Open Molecules 2025 dataset describes a 2-piece molecular cluster, C13H28Br2N2O6P2 overall. The level of theory is ωB97M-V/def2-TZVPD.

Last column: Löwdin charge in e.
CARTESIAN COORDINATES (ANGSTROEM)
Br -4.395 -0.333 -4.621  0.6078
Br -3.991 -3.298 -2.480  0.6005
P -2.376 2.490 -0.386  0.8045
P -2.928 -0.788 1.240  0.4086
O -4.391 -0.761 1.216  -0.2777
O -0.605 0.375 -2.602  0.1456
O -2.354 0.172 2.377  -0.1115
O -2.426 -2.272 1.546  -0.1193
O 0.348 2.099 -1.396  0.0655
O 0.504 -0.285 0.353  -0.0787
N 0.829 3.348 0.584  0.0916
N -2.855 2.711 -1.863  -0.2480
C -1.337 0.964 -0.280  -0.4307
C 3.140 -2.515 1.359  -0.0573
C 4.470 0.679 0.571  -0.0599
C 3.719 -0.077 1.686  -0.3663
C 0.754 2.052 -0.041  -0.3426
C -3.163 -2.882 -4.194  -0.6862
C -0.124 0.949 0.643  -0.2495
C -2.242 -0.253 -0.347  -0.1846
C 1.230 -0.903 1.428  -0.1361
C -0.533 1.064 -1.606  -0.4394
C 3.151 0.947 2.661  -0.0677
C -2.815 -1.421 -4.305  -0.6965
C 2.701 -1.074 1.061  -0.3060
H -2.167 -1.250 -5.162  0.0635
H -3.091 0.005 -0.968  0.0928
H 4.186 -2.615 1.109  0.0780
H -0.297 1.144 1.689  0.1389
H -1.551 3.535 0.059  0.0154
H 1.755 1.638 0.007  0.1311
H 5.391 0.177 0.312  0.0760
H 2.696 1.777 2.137  0.0600
H 2.570 -3.189 0.736  0.0805
H 0.800 -1.893 1.523  0.1217
H 2.753 -0.970 -0.013  0.1294
H 3.975 1.350 3.235  0.0819
H 0.354 3.371 1.469  0.0744
H -3.158 -2.818 1.238  0.0819
H 4.472 -0.660 2.196  0.1175
H 3.004 -2.729 2.412  0.0858
H -3.861 2.692 -1.929  -0.0306
H 1.052 -0.401 2.369  0.1081
H -2.264 -3.492 -4.238  0.0569
H 2.474 0.523 3.386  0.0700
H -3.461 2.342 0.500  0.0301
H -1.763 -1.100 -0.818  0.0976
H -2.392 -0.285 3.225  0.0966
H -2.338 -1.028 -3.415  0.0113
H -3.858 -3.208 -4.959  0.0469
H 1.789 3.623 0.694  0.0779
H 4.755 1.666 0.919  0.0723
H 3.866 0.807 -0.316  0.0681

The SMILES is CC(C)[C@@H](C)CO[C@H]1[C@H](N)OC(=O)[C@]1(CP(=O)(O)O)[PH2]=N.BrCCBr. The value obtained for the LUMO energy is 0.13 eV. As for the total energy: -187864.0362 eV. The calculation puts the molecular weight at 530.13 Da. Its highest occupied orbital energy is -8.750 eV. For the orbital gap, the calculation gives 8.877 eV. The calculation puts the energy above the lowest of the compared OMol25 structures with the same formula, charge and spin at 0.548 eV.

(4)
This record from the Open Molecules 2025 dataset describes an isolated ion of composition C2H2N3S2 and charge -1. The level of theory is ωB97M-V/def2-TZVPD.

Last column: Löwdin spin population.
CARTESIAN COORDINATES (ANGSTROEM)
S -1.533 -1.122 -1.470  0.2261
S 1.331 2.843 -0.373  0.3655
N 0.095 -0.796 1.906  0.8080
N 1.103 1.317 0.200  0.3291
N -0.012 0.716 -0.352  -0.0881
C -0.113 -1.341 0.824  0.1424
C -0.429 -0.592 -0.374  0.1812
H -0.441 1.324 -0.984  -0.0028
H -0.002 -2.348 0.622  0.0387

The value obtained for the LUMO energy (spin up / spin down) is 3.51 / 3.12 eV. As for the total energy: -28244.8376 eV. As for the total charge: -1. The calculation puts the molecular weight at 132.19 Da. Its highest occupied orbital energy (spin up / spin down) is -2.610 / -4.017 eV. The spin multiplicity is 3. For the orbital gap (spin up / spin down), the calculation gives 6.118 / 7.142 eV. The calculation puts the energy above the lowest of the compared OMol25 structures with the same formula, charge and spin at 0.693 eV.